164
Properties=species:S:1:pos:R:3 method="wB97M-V/def2-TZVPD" multiplicity=1 gap_ev=6.3 total_charge=-2 e_lumo_ev=0.6 homo_energy_ev=-5.67 max_force_ev_per_a=13.51
C -0.462 -3.987 8.447
C -0.093 -5.507 8.086
N -0.962 -6.047 6.985
C -2.297 -6.367 7.058
C -2.727 -6.780 5.833
N -1.655 -6.689 4.970
C -0.614 -6.239 5.684
C -1.638 -6.900 3.519
H -1.467 -3.866 8.850
H -0.399 -3.349 7.565
H -0.002 -3.577 9.346
H -0.160 -6.293 8.838
H 0.852 -5.566 7.547
H -2.812 -6.257 8.001
H -3.661 -7.210 5.502
H 0.380 -6.223 5.263
H -1.070 -7.799 3.280
H -1.209 -5.997 3.086
H -2.681 -6.975 3.212
C 8.531 -6.251 9.051
C 9.732 -5.349 8.595
N 9.936 -5.363 7.081
C 10.439 -4.253 6.317
C 10.471 -4.756 5.034
N 9.908 -5.974 4.938
C 9.715 -6.396 6.187
C 9.783 -6.851 3.752
H 8.506 -7.332 8.915
H 7.565 -5.925 8.663
H 8.380 -6.107 10.121
H 10.669 -5.573 9.107
H 9.588 -4.297 8.840
H 10.643 -3.330 6.839
H 10.762 -4.208 4.150
H 9.221 -7.283 6.555
H 9.846 -7.924 3.933
H 10.629 -6.503 3.159
H 8.798 -6.683 3.316
C 2.011 1.021 -2.911
O 1.025 0.770 -1.933
C 0.972 -0.584 -1.601
C -0.221 -0.717 -0.614
N -0.154 0.323 0.517
H -0.383 1.254 0.199
H -0.977 0.194 1.089
C 1.024 0.358 1.488
C 1.049 -1.001 2.170
O 1.597 -1.991 1.279
C 2.998 -2.227 1.272
H 1.843 0.413 -3.800
H 3.009 0.881 -2.498
H 1.949 2.050 -3.264
H 1.921 -0.791 -1.107
H 0.843 -1.332 -2.384
H -0.235 -1.757 -0.288
H -1.203 -0.551 -1.056
H 0.817 1.027 2.323
H 1.881 0.587 0.855
H 0.001 -1.245 2.347
H 1.626 -1.004 3.095
H 3.086 -2.932 0.445
H 3.260 -2.740 2.198
H 3.580 -1.310 1.180
C -6.773 9.591 1.571
O -6.357 8.298 2.127
C -7.274 7.800 3.049
C -7.091 6.269 3.261
N -6.853 5.465 1.936
H -5.884 5.618 1.699
H -6.678 4.501 2.183
C -7.988 5.673 0.892
C -9.328 5.061 1.322
O -9.880 5.337 2.632
C -11.298 4.927 2.680
H -7.685 9.569 0.974
H -6.023 9.963 0.873
H -6.962 10.256 2.413
H -8.337 7.970 2.883
H -6.967 8.344 3.942
H -7.834 5.730 3.848
H -6.132 6.149 3.766
H -7.568 5.182 0.014
H -8.181 6.746 0.887
H -9.097 4.000 1.229
H -10.082 5.104 0.536
H -11.886 5.545 2.001
H -11.788 5.028 3.648
H -11.348 3.854 2.496
C -2.903 1.596 -7.784
O -2.834 2.407 -8.937
C -1.692 3.214 -9.065
C -1.742 4.225 -10.292
N -0.877 5.483 -10.138
H 0.108 5.373 -10.331
H -1.063 5.905 -11.037
C -0.993 6.541 -9.050
C -2.457 6.894 -8.753
O -3.039 5.733 -8.148
C -4.448 6.009 -7.919
H -2.134 0.824 -7.828
H -3.868 1.092 -7.845
H -2.837 2.145 -6.845
H -0.884 2.526 -9.317
H -1.440 3.743 -8.146
H -2.742 4.615 -10.479
H -1.523 3.621 -11.172
H -0.467 7.372 -9.519
H -0.499 6.064 -8.204
H -2.941 7.242 -9.665
H -2.444 7.686 -8.004
H -4.682 5.651 -6.916
H -5.110 5.504 -8.622
H -4.653 7.080 -7.923
N -2.475 -8.407 -5.995
S -2.996 -7.689 -4.852
O -2.518 -6.369 -4.440
O -3.790 -8.358 -3.842
F -4.277 -7.188 -5.764
S -1.061 -8.898 -5.126
O -1.079 -9.414 -3.774
O -0.043 -7.890 -5.483
F -0.819 -10.313 -6.013
N 4.849 4.640 -11.890
S 5.296 3.005 -11.842
O 4.443 2.125 -11.028
O 6.735 2.597 -11.953
F 4.710 2.660 -13.345
S 5.918 5.131 -10.914
O 7.179 5.446 -11.556
O 5.849 4.571 -9.558
F 5.232 6.576 -10.817
N -1.576 5.771 0.013
S -0.351 6.864 0.502
O -0.612 8.331 0.563
O 1.013 6.511 0.260
F -0.485 6.427 2.100
S -1.605 6.251 -1.473
O -0.414 6.178 -2.339
O -2.630 7.247 -1.697
F -2.397 5.010 -2.056
N -5.810 0.112 3.138
S -6.008 -0.218 4.766
O -5.379 -1.436 5.360
O -7.075 0.435 5.482
F -4.813 0.762 5.209
S -6.595 -1.055 2.696
O -8.021 -1.059 2.895
O -5.877 -2.261 2.575
F -6.781 -0.652 1.127
B 6.921 1.664 6.465
F 5.778 2.346 6.225
F 6.602 0.395 6.233
F 7.794 2.137 5.460
F 7.469 1.761 7.671
B 4.740 -11.153 4.267
F 4.563 -9.828 4.100
F 3.456 -11.544 4.681
F 5.199 -11.864 3.171
F 5.632 -11.508 5.240
B 9.528 -3.050 -2.001
F 8.694 -2.282 -1.230
F 9.036 -4.301 -2.156
F 9.710 -2.454 -3.205
F 10.831 -2.999 -1.406

121
Properties=species:S:1:pos:R:3 method="wB97M-V/def2-TZVPD" multiplicity=1 gap_ev=3.1 total_charge=-1 e_lumo_ev=0.5 homo_energy_ev=-2.62 max_force_ev_per_a=9.11
Cl -2.230 -12.263 28.848
O -1.988 -12.579 30.302
O -2.929 -13.386 28.263
O -3.014 -11.065 28.701
O -0.878 -12.200 28.249
C -3.318 -9.053 30.383
C -3.779 -8.661 28.983
C -4.018 -7.076 28.968
O -4.660 -6.833 27.732
C -4.712 -5.456 27.509
N -2.909 -9.189 27.968
H -3.411 -10.119 30.592
H -4.107 -8.654 31.021
H -2.302 -8.713 30.582
H -4.776 -9.072 28.824
H -3.060 -6.557 28.972
H -4.714 -6.814 29.766
H -5.393 -5.251 26.684
H -3.807 -5.114 27.007
H -5.054 -4.768 28.282
H -2.076 -8.625 28.050
H -2.456 -10.038 28.274
C -1.389 -9.281 31.626
C 0.005 -9.899 31.589
C 0.126 -10.991 32.661
O 1.412 -11.729 32.532
C 1.736 -12.431 33.765
N 0.079 -10.496 30.254
H -2.160 -10.050 31.638
H -1.542 -8.634 30.762
H -1.473 -8.610 32.481
H 0.769 -9.129 31.702
H -0.655 -11.731 32.486
H -0.019 -10.607 33.671
H 1.892 -11.668 34.528
H 2.656 -12.994 33.608
H 0.961 -13.155 34.015
H -0.588 -11.254 30.224
H -0.375 -9.860 29.614
C -0.785 -14.735 30.863
C 0.297 -13.653 31.146
C 1.686 -14.384 31.634
O 2.648 -13.351 31.603
C 3.965 -13.680 32.150
N 0.542 -13.027 29.917
H -1.711 -14.388 30.404
H -1.183 -15.191 31.770
H -0.445 -15.652 30.382
H -0.058 -12.977 31.925
H 2.017 -15.107 30.887
H 1.550 -14.837 32.616
H 4.478 -12.731 31.994
H 4.339 -14.475 31.504
H 3.948 -13.962 33.203
H 0.959 -13.725 29.317
H -0.416 -12.959 29.603
C 0.349 -11.002 26.198
C 1.260 -11.336 27.290
C 2.710 -10.872 27.143
O 3.429 -11.273 28.317
C 4.835 -11.023 28.040
N 0.727 -10.849 28.552
H 0.222 -9.926 26.079
H -0.582 -11.523 26.424
H 0.690 -11.485 25.283
H 1.278 -12.397 27.541
H 2.526 -9.798 27.126
H 2.974 -11.436 26.248
H 5.085 -11.794 27.311
H 5.409 -11.162 28.956
H 5.102 -10.038 27.657
H -0.122 -11.381 28.687
H 0.474 -9.896 28.332
C -5.084 -12.804 26.779
C -5.149 -11.262 26.532
C -5.931 -10.573 27.674
O -5.805 -9.179 27.383
C -6.729 -8.379 28.142
N -3.766 -10.844 26.324
H -6.015 -13.215 26.390
H -4.991 -12.997 27.848
H -4.309 -13.243 26.151
H -5.634 -11.112 25.568
H -5.535 -10.786 28.667
H -6.882 -11.057 27.453
H -7.788 -8.394 27.882
H -6.407 -7.338 28.164
H -6.887 -8.673 29.180
H -3.558 -11.317 25.457
H -3.125 -11.295 26.961
C -4.462 -12.110 30.204
C -5.943 -11.570 30.148
C -6.940 -12.542 29.500
O -8.275 -11.880 29.448
C -9.364 -12.807 29.457
N -6.264 -11.238 31.521
H -4.296 -13.028 30.768
H -3.968 -11.220 30.591
H -4.045 -12.193 29.200
H -6.096 -10.554 29.785
H -6.953 -13.360 30.220
H -6.511 -12.852 28.547
H -9.515 -13.443 28.585
H -10.301 -12.251 29.473
H -9.413 -13.578 30.226
H -6.221 -12.036 32.139
H -7.272 -11.187 31.485
C -1.013 -13.107 24.398
C -1.866 -13.441 25.409
C -2.832 -14.575 25.439
O -3.550 -14.814 26.397
C -2.845 -15.353 24.236
C -2.055 -14.992 23.151
C -1.039 -13.862 23.184
O -0.475 -13.410 22.184
O -2.156 -15.638 21.970
O -1.888 -12.771 26.600
H -0.397 -12.223 24.475
H -3.429 -16.219 23.961
H -1.474 -15.512 21.305
H -1.971 -13.493 27.227